## one
# C3H5NS

An isolated molecule of C3H5NS (ωB97M-V with the def2-TZVPD basis set, the OMol25 dataset).

XYZ file:
```
10
C3H5NS (ωB97M-V with the def2-TZVPD basis set)
S 1.088 1.368 -2.468
C 0.826 0.361 -1.223
N -0.218 0.647 -0.164
C -0.015 0.124 1.203
C -0.868 -0.515 0.277
H 1.297 -0.723 -0.999
H 0.864 -0.396 1.477
H -0.462 1.028 1.878
H -0.525 -1.422 -0.001
H -1.987 -0.471 0.019
```

* SMILES string: S=CN1CC1
* E_LUMO: -0.19 eV
* HOMO: -9.0 eV
* gap between HOMO and LUMO: 8.8 eV



## two
# C3H5NS

A cluster of 2 separate species, C3H5NS in total (ωB97M-V with the def2-TZVPD basis set, the OMol25 dataset).

XYZ file:
```
10
C3H5NS (ωB97M-V with the def2-TZVPD basis set)
C 1.271 1.286 -0.716
C 0.111 1.633 -0.639
C 0.206 -1.932 1.752
N -2.045 -0.890 0.905
S -0.541 -0.731 0.753
H 2.282 1.153 -0.671
H -0.968 1.686 -0.506
H -0.338 -2.895 2.050
H 1.311 -2.023 1.507
H -2.614 -0.071 0.467
```

* E_LUMO: -0.11 eV
* HOMO: -8.5 eV
* gap between HOMO and LUMO: 8.4 eV



Short version: one is the most stable of them.



## one
# H12O5S

A cluster of 6 separate species, H12O5S in total (ωB97M-V with the def2-TZVPD basis set, the OMol25 dataset).

XYZ file:
```
18
H12O5S (ωB97M-V with the def2-TZVPD basis set)
O 2.199 -1.506 -0.500
H 1.437 -1.800 0.020
H 2.107 -0.557 -0.334
O 0.748 1.205 2.973
H 1.619 1.377 2.585
H 1.074 1.014 3.853
O -0.304 -0.767 0.917
H -1.215 -0.462 0.853
H -0.026 -0.326 1.738
O 3.669 1.018 1.217
H 3.941 0.251 0.700
H 3.024 1.464 0.660
O 1.017 1.960 -0.494
H 0.152 1.562 -0.307
H 1.017 1.729 -1.437
S -4.064 -1.046 -2.334
H -3.456 -0.767 -1.184
H -3.315 -2.105 -2.649
```

* SMILES string: O.O.O.O.O.S
* E_LUMO: 0.09 eV
* HOMO: -10.0 eV
* gap between HOMO and LUMO: 10.1 eV



## two
# H12O5S

A cluster of 6 separate species, H12O5S in total (ωB97M-V with the def2-TZVPD basis set, the OMol25 dataset).

XYZ file:
```
18
H12O5S (ωB97M-V with the def2-TZVPD basis set)
O 1.640 -1.797 -0.630
H 0.845 -1.391 -0.279
H 1.798 -1.334 -1.456
O 0.106 1.254 3.053
H 1.078 1.242 2.943
H -0.272 2.149 2.859
O -0.845 -0.760 0.690
H -1.793 -0.844 0.837
H -0.706 -0.095 1.373
O 3.174 0.749 0.937
H 3.275 -0.160 0.623
H 2.869 1.232 0.155
O 0.601 1.712 -0.956
H -0.162 1.241 -1.322
H 1.159 2.077 -1.645
S -4.542 -1.283 -2.658
H -4.489 -1.733 -1.413
H -3.739 -2.258 -3.111
```

* SMILES string: O.O.O.O.O.S
* E_LUMO: 0.24 eV
* HOMO: -10.0 eV
* gap between HOMO and LUMO: 10.3 eV



Short version: one is the most stable of them.